Entry 1:
6 unconnected molecules or ions with the total composition C52H69BrF2NO5 at a distorted geometry, computed with the ωB97M-V functional and the def2-TZVPD basis.

XYZ file:
```
130
Properties=species:S:1:pos:R:3:mulliken_charge:R:1
C 2.481 -1.457 4.790 -1.10
C 1.887 -2.014 3.614 -0.32
C 2.351 -1.734 2.094 -0.92
O 2.835 -2.950 1.520 0.00
C 1.950 -3.756 0.747 1.14
C 2.981 -4.634 -0.157 -1.20
C 4.397 -3.838 -0.355 0.71
C 5.303 -4.543 -1.522 -1.13
C 5.965 -3.415 -2.494 -0.05
C 7.386 -3.016 -1.825 -1.07
C 1.352 -4.871 1.799 0.27
C 2.350 -5.259 2.982 -1.15
F 0.906 -6.022 1.006 -0.42
C 0.718 -3.068 -0.021 -1.25
C 0.656 -3.222 -1.608 -0.62
C 1.742 -2.622 -2.568 0.08
O 2.750 -3.272 -2.966 -0.26
Br 1.645 -0.807 -3.454 -0.15
N 0.217 -1.753 0.586 2.16
O -0.512 -2.169 1.698 -0.59
C -0.754 -1.004 -0.269 -0.82
C -2.174 -1.783 -0.536 -0.47
C -2.770 -1.484 -2.000 -0.19
F -2.900 -2.776 -2.662 -0.36
C 1.331 -0.892 1.196 1.52
C 0.807 0.377 2.014 -1.19
C 1.806 1.188 2.938 -0.99
O 1.772 2.605 2.526 -0.48
C 2.218 -0.307 -0.046 0.32
O 3.278 0.590 0.353 -0.27
C 4.489 0.397 -0.424 -0.57
H 3.560 -1.583 5.136 0.29
H 1.777 -0.856 5.485 0.23
H 1.030 -2.782 3.740 0.25
H 3.299 -1.076 2.228 0.47
H 2.569 -5.059 -1.119 0.19
H 3.304 -5.561 0.462 0.45
H 4.249 -2.763 -0.714 -0.72
H 5.042 -3.848 0.584 0.62
H 6.173 -5.130 -1.077 0.51
H 4.650 -5.233 -2.183 0.26
H 6.169 -3.863 -3.526 0.38
H 5.273 -2.508 -2.642 0.01
H 7.661 -1.903 -1.972 0.28
H 7.324 -3.281 -0.702 0.27
H 8.195 -3.658 -2.327 0.30
H 0.379 -4.490 2.303 0.32
H 2.214 -6.397 3.168 0.43
H 3.459 -5.103 2.763 0.21
H 2.026 -4.767 3.978 0.29
H -0.166 -3.789 0.249 0.78
H -0.367 -2.966 -2.095 0.14
H 0.679 -4.373 -1.784 0.67
H -1.189 -1.512 1.959 0.26
H -0.326 -0.684 -1.298 -0.08
H -1.123 -0.009 0.188 0.40
H -2.061 -2.926 -0.392 0.21
H -2.917 -1.455 0.283 0.60
H -3.856 -1.125 -1.838 0.35
H -2.180 -0.722 -2.611 0.07
H 0.401 1.123 1.222 0.40
H -0.117 0.169 2.686 0.27
H 2.903 0.894 2.938 0.33
H 1.444 1.186 4.034 0.23
H 2.621 2.705 2.022 0.30
H 1.593 0.270 -0.805 0.26
H 2.755 -1.232 -0.467 -0.64
H 4.259 0.253 -1.534 0.22
H 5.042 -0.517 0.016 0.24
H 5.152 1.332 -0.326 0.29
C 0.610 5.604 1.726 0.15
C 0.112 6.276 2.839 -0.55
C -0.523 7.505 2.684 -0.41
C -0.670 8.057 1.415 -0.48
C -0.176 7.383 0.302 -0.38
C 0.467 6.159 0.457 -0.51
H 1.108 4.648 1.847 0.29
H 0.221 5.842 3.828 0.39
H -0.904 8.032 3.552 0.41
H -1.169 9.012 1.293 0.38
H -0.292 7.813 -0.688 0.39
H 0.857 5.637 -0.410 0.39
C -2.829 2.187 2.872 -0.14
C -3.800 1.265 3.255 -0.33
C -5.092 1.361 2.745 -0.74
C -5.410 2.373 1.843 -0.48
C -4.439 3.291 1.457 -0.35
C -3.149 3.202 1.974 -0.97
H -1.823 2.114 3.272 0.46
H -3.550 0.472 3.954 0.47
H -5.850 0.647 3.049 0.48
H -6.415 2.445 1.441 0.48
H -4.686 4.079 0.752 0.48
H -2.393 3.922 1.677 0.62
C 2.542 -2.405 -7.131 -0.63
C 2.421 -3.147 -5.960 0.52
C 2.174 -4.514 -6.025 -0.20
C 2.058 -5.143 -7.261 -0.57
C 2.183 -4.401 -8.432 -0.41
C 2.421 -3.032 -8.368 -0.36
H 2.732 -1.337 -7.081 0.36
H 2.518 -2.658 -4.995 -0.27
H 2.072 -5.092 -5.111 0.35
H 1.870 -6.210 -7.312 0.37
H 2.094 -4.892 -9.396 0.37
H 2.513 -2.453 -9.281 0.37
C -6.061 3.798 5.229 -0.37
C -4.917 4.430 4.752 0.20
C -4.576 5.696 5.218 -0.61
C -5.374 6.326 6.169 -0.42
C -6.516 5.692 6.648 -0.42
C -6.862 4.430 6.176 -0.53
H -6.330 2.812 4.863 0.35
H -4.291 3.937 4.015 0.22
H -3.687 6.192 4.841 0.52
H -5.105 7.311 6.536 0.37
H -7.137 6.183 7.391 0.36
H -7.756 3.938 6.546 0.36
C -3.995 1.028 -4.713 -0.40
C -3.499 1.878 -3.727 -0.24
C -4.214 3.015 -3.364 -0.49
C -5.429 3.299 -3.979 -0.38
C -5.927 2.447 -4.961 -0.41
C -5.209 1.315 -5.331 -0.43
H -3.436 0.143 -4.999 0.41
H -2.553 1.653 -3.243 0.44
H -3.823 3.681 -2.601 0.41
H -5.989 4.183 -3.693 0.38
H -6.876 2.668 -5.439 0.37
H -5.594 0.655 -6.100 0.37
```

The LUMO energy comes out at -0.11120 Ha. The HOMO energy comes out at -10.59 eV. As for the charge: +1. Its multiplicity is 1. The HOMO-LUMO gap is 7.6 eV.



Entry 2:
C5H9NOS in the gas phase at a distorted geometry, computed with the ωB97M-V functional and the def2-TZVPD basis.

XYZ file:
```
17
Properties=species:S:1:pos:R:3:mulliken_charge:R:1
O -1.549 0.937 -0.197 -0.51
C -1.529 0.003 0.948 -0.50
C -0.213 -0.151 1.476 -0.73
C 0.860 -0.272 0.325 0.23
N 0.486 -1.289 -0.681 -0.56
C 0.552 -0.265 -1.765 -0.24
C 0.983 0.771 -0.792 -0.16
S 1.316 2.365 -0.895 -0.27
H -0.977 1.761 -0.038 0.28
H -2.169 0.383 1.783 0.27
H -1.803 -0.949 0.578 0.39
H -0.077 -1.161 2.078 0.31
H 0.129 0.767 2.084 0.29
H 1.798 -0.474 0.894 0.43
H 1.260 -1.939 -0.888 0.31
H 1.299 -0.561 -2.557 0.30
H -0.366 0.073 -2.352 0.17
```

The LUMO energy comes out at -0.01266 Ha. The HOMO energy comes out at -8.80 eV. As for the charge: 0. As for the SMILES: OCC[C@H]1NCC1=S. Its multiplicity is 1. The HOMO-LUMO gap is 8.5 eV.



Entry 3:
C7H10 in the gas phase, computed with the ωB97M-V functional and the def2-TZVPD basis.

XYZ file:
```
17
Properties=species:S:1:pos:R:3:mulliken_charge:R:1
C -1.291 -0.565 -1.394 -0.40
C -1.655 0.619 -0.905 -0.39
C -0.604 1.204 0.008 -0.74
C 0.357 0.027 0.201 0.84
C 0.092 -0.964 -0.936 -0.75
C 0.620 -0.504 1.581 -0.93
C 1.709 0.203 0.820 -0.65
H -1.884 -1.169 -2.075 0.40
H -2.579 1.138 -1.146 0.40
H -0.107 2.066 -0.461 0.26
H -1.021 1.556 0.961 0.34
H 0.807 -0.844 -1.763 0.25
H 0.162 -2.006 -0.602 0.36
H 0.166 0.009 2.426 0.25
H 0.700 -1.582 1.700 0.25
H 2.536 -0.391 0.437 0.25
H 1.991 1.201 1.147 0.26
```

The LUMO energy comes out at 0.04321 Ha. The HOMO energy comes out at -9.06 eV. As for the charge: 0. As for the SMILES: C1=CCC2(C1)CC2. Its multiplicity is 1. The HOMO-LUMO gap is 10.2 eV.



Number 1: E -5226.8613 hartree. Number 2: E -724.0045 hartree. Number 3: E -272.6753 hartree.